ORCA calculation (ωB97M-V/def2-TZVPD) on a structure of composition C39H62BIrN10O4PSe3.

Calculated values
- Kohn-Sham gap (eV) = 6.455
- charge = +3
- highest occupied orbital energy (eV) = -14.846
- LUMO level (eV) = -8.39

```
121
Properties=species:S:1:pos:R:3:forces:R:3
Ir -0.4652 1.4503 0.2056 -0.2601 -1.1398 -0.8284
C -2.0221 3.6911 -2.9996 -0.0107 -0.0059 0.0274
C -2.1050 2.6323 -2.1043 -0.0522 0.1171 0.0967
N -1.1092 2.7101 -1.2218 -0.0824 -0.0005 -0.0601
N -0.3898 3.8198 -1.5044 0.0391 -0.0158 -0.0283
C -0.9156 4.4094 -2.5892 -0.0097 0.0448 0.0034
B 0.8551 4.1955 -0.6349 0.0902 0.0219 0.1298
N 1.8706 3.0516 -0.8036 -0.1062 -0.0708 -0.1665
C 3.0726 2.9658 -1.3912 0.0484 0.0215 0.0574
C 3.4209 1.6319 -1.4871 -0.0024 -0.0179 -0.0073
C 2.3505 0.9380 -0.9407 0.0164 0.0069 0.0393
N 1.4162 1.8011 -0.5325 0.1214 -0.0247 0.0988
N 0.3816 4.1414 0.8606 -0.2672 0.1448 -0.0262
C 0.4521 5.0898 1.8035 0.0375 -0.0114 0.0037
C -0.2479 4.6571 2.9172 -0.0418 -0.0030 0.0056
C -0.7389 3.4067 2.5615 -0.0280 0.0662 -0.0741
N -0.3524 3.1132 1.3172 0.2355 -0.0026 0.3946
N 1.3703 5.5550 -0.9404 0.0224 0.0167 -0.1044
C 0.6718 6.7207 -1.0962 -0.0054 0.0173 0.0591
C 1.5714 7.7474 -1.1179 0.0057 0.0090 0.0607
C 2.8246 7.1202 -0.9446 -0.0186 -0.0060 0.0163
N 2.7027 5.8147 -0.8246 0.0101 -0.0153 -0.0219
H -2.6724 3.9103 -3.8277 -0.0064 0.0044 0.0018
H -2.8203 1.8288 -2.0432 0.0481 0.1088 0.0401
H -0.4750 5.3021 -2.9996 0.0111 -0.0087 0.0011
H 3.5978 3.8637 -1.6656 -0.0160 0.0092 -0.0206
H 4.3233 1.2260 -1.9090 0.0075 0.0026 0.0165
H 2.1975 -0.1198 -0.8176 -0.0195 -0.0103 -0.0076
H 0.9903 6.0057 1.6188 -0.0250 0.0158 -0.0095
H -0.4021 5.1889 3.8395 0.0140 -0.0028 0.0070
H -1.3572 2.7217 3.1181 0.0011 0.0131 -0.0222
H -0.4048 6.7378 -1.1511 0.0042 -0.0019 -0.0229
H 1.3663 8.7976 -1.2288 -0.0042 -0.0035 -0.0289
H 3.8016 7.5744 -0.9024 0.0012 -0.0026 -0.0061
C -1.1570 -3.1227 4.5066 -0.0002 -0.0082 -0.0299
Se -0.9333 -2.0232 2.9467 0.0977 0.0640 0.0027
C -2.0389 -0.5033 3.5116 0.0275 0.1072 0.0390
C -3.1365 -0.0197 2.5762 0.0726 -0.1025 -0.0180
Se -2.8114 0.8048 0.8033 -0.0285 0.1806 -0.0598
C -3.8210 2.4327 1.1519 0.0782 0.0376 0.0188
H -0.8746 -2.5342 5.3771 -0.0249 -0.0033 0.0047
H -0.5175 -3.9942 4.3877 -0.0016 0.0036 0.0038
H -2.2048 -3.4229 4.5485 0.0103 -0.0003 -0.0236
H -1.3009 0.2599 3.7467 -0.0073 0.0158 -0.0361
H -2.5095 -0.8345 4.4391 0.0396 0.0088 0.0229
H -3.6707 0.7481 3.1369 -0.0552 -0.0125 -0.0318
H -3.8501 -0.8136 2.3598 0.0047 -0.0113 0.0437
H -4.8529 2.1540 1.3490 -0.0006 -0.0170 -0.0178
H -3.7672 3.0276 0.2428 0.0003 0.0027 0.0012
H -3.3976 2.9888 1.9828 0.0039 0.0086 -0.0048
C 3.6670 -2.5452 3.1282 -0.0862 0.0147 0.0106
C 3.6824 -1.8694 1.7740 0.1693 -0.0137 -0.0140
C 4.7435 -0.7955 1.6626 -0.0433 0.0282 0.0077
C 3.7683 -2.8748 0.6469 -0.0515 0.0178 -0.0400
O 2.3388 -1.1954 1.5343 -0.1056 -0.1045 0.0427
P 1.4159 -0.4002 2.4577 0.1885 -0.0395 -0.2368
O 0.6580 -1.4269 3.4814 -0.1094 -0.1240 0.1401
O 0.2444 0.1332 1.6899 -0.0294 0.4821 0.2600
O 2.2513 0.5441 3.3074 -0.0082 -0.1329 0.0769
C 2.2016 1.2296 4.6627 0.0231 0.1539 0.1623
C 2.8950 2.5529 4.4156 -0.0150 -0.0156 -0.1216
C 0.7587 1.4133 5.0875 -0.0313 -0.0829 -0.0798
C 2.9675 0.3414 5.6165 0.0172 -0.0287 -0.0441
H 4.5970 -3.0997 3.2517 -0.0009 0.0110 0.0038
H 2.8426 -3.2554 3.2061 0.0200 -0.0176 -0.0103
H 3.6022 -1.8235 3.9422 0.0124 0.0095 0.0029
H 5.7244 -1.2568 1.7791 -0.0047 0.0026 -0.0070
H 4.6291 -0.0383 2.4364 0.0051 -0.0009 0.0203
H 4.7054 -0.3114 0.6872 0.0005 -0.0020 -0.0065
H 4.7349 -3.3768 0.6882 -0.0095 -0.0026 0.0052
H 3.6839 -2.3790 -0.3208 0.0177 0.0027 0.0087
H 2.9845 -3.6281 0.7351 0.0016 0.0019 -0.0029
H 2.4243 3.0868 3.5886 -0.0324 0.0201 0.0393
H 3.9484 2.4033 4.1835 -0.0044 -0.0029 -0.0245
H 2.8247 3.1696 5.3112 0.0306 -0.0191 0.0129
H 0.1699 1.8280 4.2688 0.0827 0.0165 0.0778
H 0.7220 2.1206 5.9154 0.0071 -0.0166 0.0142
H 0.3218 0.4763 5.4354 -0.0047 -0.0222 -0.0199
H 3.9965 0.2050 5.2856 -0.0009 0.0159 0.0072
H 2.4897 -0.6335 5.7245 -0.0178 0.0048 0.0141
H 2.9891 0.8165 6.5979 0.0043 0.0020 -0.0013
C -2.1795 -5.3583 -1.8096 -0.0035 -0.0073 0.0024
C -0.7744 -5.7859 -1.3962 -0.0208 0.0279 0.0040
C 0.1074 -4.6455 -0.8812 -0.0002 0.0038 -0.0142
C 0.7837 -3.7900 -1.9470 0.0195 -0.0235 -0.0024
N -0.1289 -3.0212 -2.7952 -0.0363 -0.0178 0.0098
C -0.7471 -1.8699 -2.4732 0.1290 0.1844 -0.1714
Se -0.4623 -1.0956 -0.7773 -0.0874 0.3109 0.4677
N -1.4762 -1.4623 -3.5181 -0.0736 0.0580 -0.0992
C -2.3010 -0.2582 -3.5932 0.0578 -0.0537 0.0453
C -3.6578 -0.3819 -2.9064 0.0268 -0.0588 -0.0006
C -4.6798 -1.3017 -3.5795 0.0186 -0.0433 0.0191
C -4.4836 -2.7883 -3.2997 -0.0010 -0.0047 0.0017
C -1.3143 -2.3693 -4.5669 0.0124 0.0116 -0.0273
C -1.8413 -2.3947 -5.8540 -0.0131 0.0095 0.0178
C -1.4736 -3.4593 -6.6508 -0.0072 -0.0004 -0.0109
C -0.6171 -4.4672 -6.1831 0.0122 -0.0058 0.0062
C -0.0998 -4.4424 -4.9040 -0.0177 -0.0086 0.0113
C -0.4658 -3.3636 -4.1052 0.0169 0.0120 0.0291
H -2.7965 -6.2272 -2.0349 -0.0018 -0.0018 -0.0029
H -2.1820 -4.7254 -2.6962 0.0046 0.0031 0.0018
H -2.6700 -4.8062 -1.0027 0.0029 -0.0041 -0.0008
H -0.2732 -6.2891 -2.2281 0.0039 -0.0174 0.0076
H -0.8574 -6.5337 -0.6053 0.0107 -0.0013 -0.0095
H 0.9217 -5.0603 -0.2788 -0.0184 0.0073 -0.0112
H -0.4789 -3.9950 -0.2223 0.0201 -0.0189 0.0190
H 1.3638 -4.4199 -2.6205 0.0153 0.0182 0.0084
H 1.4693 -3.0802 -1.4848 0.0100 0.0202 0.0094
H -2.4307 -0.0418 -4.6529 0.0109 0.0375 -0.0010
H -1.7149 0.5584 -3.1684 0.0193 -0.1900 -0.0802
H -4.0763 0.6280 -2.8806 -0.0765 -0.0175 -0.0284
H -3.5063 -0.6938 -1.8659 -0.0011 0.0381 -0.0211
H -4.6842 -1.1138 -4.6571 -0.0078 0.0029 -0.0013
H -5.6702 -1.0129 -3.2234 -0.0037 0.0110 -0.0179
H -3.5719 -3.1845 -3.7457 -0.0240 0.0049 0.0090
H -5.3141 -3.3660 -3.7037 -0.0012 0.0024 0.0018
H -4.4439 -2.9772 -2.2237 0.0024 0.0005 -0.0037
H -2.5122 -1.6305 -6.2205 0.0054 0.0040 -0.0066
H -1.8555 -3.5208 -7.6603 -0.0039 -0.0028 0.0022
H -0.3573 -5.2836 -6.8425 -0.0010 0.0000 0.0018
H 0.5540 -5.2280 -4.5523 0.0018 0.0014 -0.0021
```
Forces are in eV/Å.

=====

ORCA calculation (ωB97M-V/def2-TZVPD) on a cluster of 14 separate species, C39H64BCl26NOS in total.

Calculated values
- Kohn-Sham gap (eV) = 7.828
- charge = 0
- highest occupied orbital energy (eV) = -7.524
- LUMO level (eV) = 0.30

```
133
Properties=species:S:1:pos:R:3:forces:R:3
C -6.8380 0.6125 0.8864 0.2261 -0.0169 -0.1871
B -5.5739 1.5135 0.6422 -0.0097 0.0031 0.4719
O -5.6151 2.5892 -0.2425 -0.0224 0.2216 0.3587
N -4.3012 1.2189 1.3251 -0.4293 -0.6063 -2.3692
C -4.1387 -0.2176 1.3896 0.2194 -0.0365 0.8917
C -4.4971 -0.8685 2.5596 -0.0433 -0.0043 0.6452
C -4.4037 -2.2422 2.7071 -0.5561 0.4560 -1.0712
C -3.9628 -2.9827 1.6051 -0.7526 -0.2267 -0.1195
C -3.5990 -2.3613 0.4299 -0.0647 0.0881 -0.0078
C -3.6674 -0.9771 0.3304 0.1915 0.2286 -0.1990
S -3.1697 -0.1914 -1.1664 -0.2255 0.1285 -0.1679
C -2.6227 1.3543 -0.5133 -0.0834 -0.1427 0.1753
C -1.6074 2.0523 -1.1517 0.0224 -0.1178 -0.0530
C -1.1553 3.2611 -0.6516 0.0464 -0.0164 -0.0651
C -1.7178 3.7752 0.5098 -0.0887 -0.1275 -0.1432
C -2.7383 3.0729 1.1375 0.1558 0.2530 0.1836
C -3.2108 1.8700 0.6349 0.4386 0.3629 0.6766
H -6.7338 -0.3214 0.3210 0.0634 0.0086 0.0205
H -6.9118 0.3230 1.9341 -0.2519 0.0225 -0.0171
H -7.7495 1.0884 0.5229 -0.0655 0.0331 0.2243
H -6.0087 3.3741 0.1504 -0.0424 0.0489 -0.1916
H -4.8571 -0.2683 3.3880 0.0377 0.0462 -0.0594
H -4.6956 -2.7039 3.6376 -0.0494 -0.0555 -0.0808
H -3.9108 -4.0620 1.6420 -0.0590 0.0193 0.0849
H -3.2694 -2.9403 -0.4252 0.0136 0.0929 0.1871
H -1.1678 1.6419 -2.0521 0.0173 -0.0268 0.0400
H -0.3579 3.7764 -1.1758 -0.1695 -0.0821 0.1706
H -1.3572 4.7091 0.9243 -0.1279 -0.1884 -0.0515
H -3.1728 3.4706 2.0481 -0.0642 -0.1143 -0.0128
Cl -0.1699 -2.0274 5.8886 0.0203 0.0015 0.0033
C -0.8796 -3.6624 5.9232 -0.0228 -0.0946 0.0942
C -0.9787 -4.2675 4.5488 -0.0278 0.0674 -0.2156
Cl -2.1986 -3.4376 3.5259 1.3303 -0.5935 0.9448
H -1.8553 -3.5947 6.3993 -0.0171 0.0826 -0.0483
H -0.2288 -4.2717 6.5468 0.0420 -0.0007 -0.0310
H -1.2900 -5.3092 4.6300 -0.0274 0.0124 0.0336
H -0.0279 -4.2301 4.0224 -0.1158 0.1191 0.0851
Cl -0.1429 3.2423 -4.1334 -0.0045 0.0063 -0.1022
C -0.4337 4.9734 -4.4516 -0.0706 0.1110 -0.0267
C 0.6883 5.8406 -3.9383 0.0153 -0.0616 -0.0697
Cl 0.7664 5.7999 -2.1556 0.1589 0.2575 -0.0277
H -1.3794 5.2306 -3.9804 0.0178 -0.0133 0.0484
H -0.5357 5.0972 -5.5283 0.0826 -0.0542 -0.0133
H 0.5229 6.8725 -4.2430 -0.0371 0.0159 0.0731
H 1.6562 5.5215 -4.3146 -0.0215 -0.0648 0.0091
Cl 3.3073 2.1612 -4.9521 0.0321 -0.0405 -0.0739
C 2.5018 0.6869 -4.3569 -0.0849 -0.0027 0.1793
C 2.8695 -0.5461 -5.1351 0.0353 0.1615 -0.2238
Cl 2.2080 -0.5213 -6.7966 -0.0570 0.0302 -0.0703
H 1.4296 0.8695 -4.3805 -0.0030 0.0283 -0.0319
H 2.8080 0.5593 -3.3197 0.0089 -0.0328 -0.0033
H 2.4526 -1.4212 -4.6422 0.2295 0.2354 -0.2394
H 3.9424 -0.6698 -5.2012 -0.1672 0.1868 -0.2222
Cl 4.0639 8.4632 -4.5470 -0.0363 -0.0170 0.0163
C 5.1618 7.0645 -4.3652 -0.0551 -0.0032 0.1645
C 5.3119 6.2921 -5.6480 -0.0299 0.0199 0.0385
Cl 3.8008 5.4519 -6.0911 -0.0136 -0.0181 -0.1013
H 4.7718 6.4380 -3.5660 -0.1023 -0.0024 -0.0503
H 6.1265 7.4563 -4.0574 -0.1221 0.0100 -0.0166
H 6.0770 5.5302 -5.5352 -0.0251 -0.0294 0.0577
H 5.5924 6.9366 -6.4766 -0.0591 0.0223 -0.0062
Cl -7.0680 1.1569 4.9673 -0.0001 0.0172 -0.0285
C -8.8099 1.4718 5.1853 -0.0406 0.0569 0.0799
C -9.6526 0.2663 4.8573 -0.0666 -0.0215 0.0467
Cl -9.6177 -0.1140 3.1180 -0.0234 -0.0383 0.0060
H -9.0751 2.3207 4.5605 0.0316 -0.0252 -0.0519
H -8.9557 1.7472 6.2285 0.0149 -0.0398 0.0133
H -10.6900 0.4623 5.1237 0.0024 0.0485 -0.0231
H -9.3162 -0.6140 5.3989 0.0605 -0.0018 -0.0360
Cl 3.2604 -2.5710 2.9813 -0.0160 -0.0047 0.0013
C 3.8024 -3.6063 4.3294 -0.0034 0.0625 -0.0545
C 3.7406 -5.0685 3.9700 0.0755 0.1765 0.0463
Cl 2.0598 -5.6564 3.7759 0.1866 -0.1259 -0.1687
H 3.1911 -3.3725 5.1930 -0.0781 0.0111 -0.0417
H 4.8343 -3.3367 4.5491 0.0186 -0.0319 -0.0418
H 4.1972 -5.6694 4.7529 -0.0317 0.0617 0.0722
H 4.2615 -5.2645 3.0380 -0.0487 -0.0092 -0.0347
Cl 5.3517 -2.2267 -4.1159 0.3941 -0.3110 0.2382
C 4.5196 -3.6729 -3.4821 -0.0768 -0.0314 0.1124
C 4.8730 -4.9154 -4.2557 0.0425 -0.0646 0.0571
Cl 4.2118 -4.8785 -5.9104 -0.0053 0.0119 -0.0223
H 3.4491 -3.4803 -3.5064 0.0680 0.0144 -0.0564
H 4.8257 -3.7837 -2.4433 0.0487 -0.0186 -0.0063
H 4.4475 -5.7856 -3.7588 -0.0404 0.0216 0.0093
H 5.9496 -5.0465 -4.3270 0.0032 0.0348 -0.0576
Cl 0.1871 6.4655 1.8164 0.1160 0.1805 0.0284
C -0.0396 6.6168 3.5776 -0.0318 0.0940 0.0516
C 0.8343 5.6572 4.3424 0.0288 -0.0068 0.0828
Cl 0.3303 3.9657 4.1027 0.0081 -0.0023 -0.0209
H -1.0919 6.4517 3.7950 -0.0018 -0.0593 -0.0412
H 0.2135 7.6415 3.8446 0.0520 -0.0105 -0.0084
H 0.7608 5.8673 5.4083 -0.0427 0.0018 -0.0025
H 1.8751 5.7437 4.0412 -0.0114 -0.0302 -0.0555
Cl 8.3517 7.4207 -5.1642 0.3554 -0.0571 -0.1491
C 9.4755 6.0400 -4.9898 0.0967 0.0061 0.1080
C 9.6602 5.2645 -6.2684 0.0880 0.0254 -0.0583
Cl 8.2036 4.3611 -6.7514 -0.0086 0.0034 -0.0011
H 9.1009 5.4087 -4.1881 -0.0702 -0.0068 -0.0354
H 10.4327 6.4580 -4.6835 0.0041 0.0167 -0.0255
H 10.4528 4.5312 -6.1300 -0.0037 0.0002 0.0409
H 9.9321 5.9199 -7.0918 -0.0492 0.0185 -0.0043
Cl 5.7108 -7.3141 0.1105 0.0219 0.0236 0.0014
C 5.2271 -8.8616 0.8521 -0.0170 -0.0915 -0.0432
C 4.3437 -8.6578 2.0549 -0.1449 -0.0240 -0.0022
Cl 5.2283 -7.9201 3.4169 0.0802 -0.1866 0.0079
H 6.1314 -9.4063 1.1104 0.0323 0.0612 0.0199
H 4.6850 -9.4242 0.0941 -0.0341 0.0309 0.0008
H 3.9662 -9.6178 2.4025 0.0580 -0.0225 0.0016
H 3.4966 -8.0160 1.8231 0.0367 0.0598 0.0174
Cl -1.8956 -3.5110 -2.5270 0.1199 -0.0434 -0.1352
C -1.3967 -2.2793 -3.7167 -0.0550 0.0808 -0.0402
C 0.0228 -2.4713 -4.1818 -0.0780 -0.0170 -0.1746
Cl 1.2086 -2.1380 -2.8874 -0.3952 -0.2353 0.5296
H -1.5420 -1.3042 -3.2585 0.0218 -0.0255 0.0823
H -2.0705 -2.3686 -4.5670 0.0318 -0.0385 -0.0217
H 0.2337 -1.7777 -4.9964 0.0046 0.0207 0.0163
H 0.1929 -3.4849 -4.5354 0.0361 -0.0179 0.0589
Cl -9.9760 4.6323 -1.3804 -0.0150 -0.0104 -0.0030
C -8.9421 3.2091 -1.6858 0.0402 -0.0428 0.0949
C -8.5274 3.1000 -3.1285 0.1052 -0.0355 -0.0230
Cl -9.9005 2.7071 -4.1975 -0.0039 0.0213 -0.0068
H -9.4863 2.3263 -1.3600 -0.0615 0.0215 -0.0372
H -8.0563 3.3178 -1.0647 0.0375 -0.0075 -0.0485
H -7.7984 2.2986 -3.2343 -0.0181 -0.0230 0.0348
H -8.0815 4.0251 -3.4840 -0.0588 0.0277 -0.0084
Cl 2.3480 -4.9069 7.1908 0.0242 -0.0794 0.1859
C 2.3168 -6.6885 7.0798 -0.0617 -0.0539 -0.0205
C 2.9735 -7.3386 8.2689 -0.0391 -0.0625 0.0475
Cl 4.7338 -7.0583 8.2888 0.0038 0.0119 0.0020
H 2.8023 -6.9758 6.1508 0.0258 0.0372 -0.0029
H 1.2702 -6.9843 7.0255 -0.0042 0.0095 0.0376
H 2.8208 -8.4157 8.2248 0.0199 -0.0021 -0.0463
H 2.5641 -6.9670 9.2047 0.0417 0.0558 -0.0023
```
Forces are in eV/Å.

=====

> What is the highest occupied orbital energy in the first record?

-14.846 eV

=====

> The highest Kohn-Sham gap belongs to which entry?

C39H64BCl26NOS